{
  "formula": "C36H72O20",
  "method": "ωB97M-V/def2-TZVPD",
  "species": ["C", "O", "C", "O", "O", "C", "H", "H", "H", "H", "H", "H", "C", "O", "C", "O", "O", "C", "H", "H", "H", "H", "H", "H", "C", "O", "C", "O", "O", "C", "H", "H", "H", "H", "H", "H", "C", "O", "C", "O", "O", "C", "H", "H", "H", "H", "H", "H", "C", "C", "C", "O", "H", "H", "H", "H", "H", "H", "C", "C", "C", "O", "H", "H", "H", "H", "H", "H", "C", "C", "C", "O", "H", "H", "H", "H", "H", "H", "C", "C", "C", "O", "H", "H", "H", "H", "H", "H", "C", "C", "C", "O", "H", "H", "H", "H", "H", "H", "C", "C", "C", "O", "H", "H", "H", "H", "H", "H", "C", "C", "C", "O", "H", "H", "H", "H", "H", "H", "C", "C", "C", "O", "H", "H", "H", "H", "H", "H"],
  "xyz": [[-8.15047, 3.71043, -1.43935], [-7.48526, 2.76925, -0.62823], [-6.15269, 2.75599, -0.76494], [-5.50420, 3.57656, -1.36007], [-5.68704, 1.70800, -0.11114], [-4.32053, 1.34777, -0.33821], [-9.20617, 3.78137, -1.19100], [-8.07302, 3.45549, -2.49865], [-7.74995, 4.72114, -1.33656], [-4.22095, 0.38837, 0.14972], [-3.69510, 2.07130, 0.18076], [-4.07506, 1.26421, -1.39385], [-1.29925, 3.79307, 0.13390], [-0.39201, 4.77175, 0.61467], [-0.63644, 5.25395, 1.83819], [-1.52085, 4.87120, 2.56277], [0.25336, 6.19501, 2.09250], [0.12354, 6.84748, 3.36033], [-0.88017, 3.44645, -0.80874], [-2.31982, 4.14379, -0.00704], [-1.31002, 2.91685, 0.78378], [0.18752, 6.11515, 4.16413], [-0.82322, 7.38157, 3.38039], [0.96737, 7.52322, 3.45383], [4.01816, 3.69252, -2.68288], [4.20102, 2.29884, -2.47182], [4.04802, 1.81913, -1.25195], [3.79042, 2.44729, -0.26229], [4.18079, 0.48419, -1.23209], [4.55722, -0.18353, -2.43086], [4.49281, 4.00492, -3.60304], [4.49177, 4.25948, -1.87586], [2.95708, 3.93300, -2.61774], [4.59822, -1.25289, -2.24207], [5.56746, 0.12739, -2.70555], [3.88485, -0.02840, -3.27204], [-0.17206, -8.22979, 3.13286], [0.10476, -7.20414, 4.06030], [-0.16726, -5.93869, 3.78973], [-0.03708, -5.05452, 4.58924], [-0.65496, -5.78151, 2.54624], [-0.72836, -4.43698, 2.09073], [0.33164, -9.15701, 3.37801], [0.04876, -7.95394, 2.09958], [-1.25055, -8.42496, 3.08174], [-1.47302, -4.38086, 1.30436], [0.25514, -4.11329, 1.75689], [-1.01805, -3.72865, 2.87273], [-3.71244, -2.20771, -2.29670], [-3.24046, -2.82845, -1.01105], [-3.60403, -2.13749, 0.25909], [-2.46558, -3.76419, -1.02399], [-3.28666, -2.72112, -3.15639], [-3.41194, -1.15817, -2.37107], [-4.80283, -2.20430, -2.36013], [-4.64662, -1.80804, 0.24757], [-2.94350, -1.27341, 0.34715], [-3.52483, -2.76811, 1.14201], [3.60145, -4.34547, 1.91144], [2.91380, -4.14456, 0.58659], [3.41059, -3.02370, -0.26909], [1.94780, -4.79928, 0.25813], [4.62661, -4.68927, 1.75032], [3.09563, -5.12168, 2.48311], [3.62907, -3.39976, 2.44508], [2.72691, -2.81262, -1.09127], [4.36528, -3.29459, -0.72822], [3.52204, -2.06286, 0.23943], [1.65946, 4.13790, -6.84354], [2.59407, 3.32333, -5.98681], [2.00128, 2.16452, -5.23251], [3.76687, 3.60909, -5.91038], [1.18538, 4.91033, -6.23407], [0.91463, 3.52935, -7.35618], [2.20777, 4.67064, -7.62106], [1.45727, 1.52588, -5.93191], [1.30658, 2.50529, -4.46426], [2.79505, 1.57354, -4.78016], [1.31424, 1.47627, 1.94337], [2.40338, 2.16680, 2.71546], [2.15296, 3.54992, 3.22672], [3.40418, 1.55201, 3.00714], [1.71559, 0.59703, 1.44254], [0.90230, 2.12115, 1.16249], [0.52699, 1.16622, 2.63428], [2.08769, 4.25286, 2.39109], [2.92520, 3.89749, 3.91025], [1.21686, 3.62061, 3.78961], [2.19611, -2.96661, -5.84418], [1.36721, -2.07615, -4.95366], [-0.10595, -2.33365, -4.89178], [1.88015, -1.18501, -4.30057], [2.32796, -3.90136, -5.29302], [3.16772, -2.50468, -5.99781], [1.68562, -3.16185, -6.78517], [-0.52154, -2.12410, -5.88393], [-0.60110, -1.76896, -4.11380], [-0.32707, -3.39808, -4.76320], [0.73859, -2.09545, 5.93926], [0.97252, -1.09114, 4.85395], [1.70689, -1.53584, 3.60914], [0.66191, 0.07350, 5.01111], [0.12862, -2.88264, 5.47892], [0.17158, -1.66224, 6.75730], [1.66485, -2.55145, 6.28572], [1.00509, -1.74505, 2.79694], [2.16225, -2.51061, 3.79054], [2.46625, -0.80106, 3.34919], [0.22012, -1.36478, -0.15635], [-0.30298, -0.08246, -0.72725], [0.63475, 0.68677, -1.64161], [-1.40629, 0.34766, -0.45296], [0.30476, -2.17227, -0.88400], [-0.33314, -1.68928, 0.72194], [1.27123, -1.21352, 0.10607], [1.65145, 0.31989, -1.50636], [0.61149, 1.73564, -1.34452], [0.33780, 0.57284, -2.68229], [-2.80518, 2.02395, 3.20537], [-3.22850, 0.57213, 3.21475], [-2.17676, -0.48351, 2.99200], [-4.35620, 0.27243, 3.54282], [-3.55028, 2.62975, 3.71561], [-2.79914, 2.41037, 2.18630], [-1.82520, 2.13245, 3.66914], [-1.55776, -0.26626, 2.12048], [-2.67640, -1.44380, 2.87462], [-1.55581, -0.55800, 3.88582]],
  "orbital_gap_ev": 9.37,
  "smiles": "COC(=O)OC.COC(=O)OC.COC(=O)OC.COC(=O)OC.CC(C)=O.CC(C)=O.CC(C)=O.CC(C)=O.CC(C)=O.CC(C)=O.CC(C)=O.CC(C)=O",
  "charge": 0,
  "de_lowest_kcal_mol": 7.8,
  "total_energy_ev": -79449.46343,
  "largest_force_ev_per_a": 1.95
}